1.
The following is a DFT calculation (wB97M-V/def2-TZVPD) of C31H28Br2IN5O6SiW as an isolated structure.

```
75
Properties=species:S:1:pos:R:3:forces:R:3
W 0.024 -0.798 0.345 1.225 0.262 0.021
O 0.271 4.780 -2.380 0.011 0.425 -0.201
C 0.146 3.575 -1.829 -0.151 -0.158 0.153
C -0.882 3.232 -0.964 -0.315 0.335 0.011
C -0.923 1.953 -0.480 -0.966 0.334 0.308
N -0.027 1.040 -0.785 0.248 -0.041 0.422
C 1.019 1.409 -1.505 0.830 -0.301 -0.391
C 1.138 2.637 -2.082 0.376 0.039 -0.426
C 2.136 0.405 -1.416 -0.264 -0.007 -0.155
O 3.093 0.427 -2.144 0.324 0.074 -0.175
O 1.932 -0.411 -0.425 -0.021 -0.001 0.234
C -1.931 1.456 0.519 0.172 -0.022 -0.504
O -2.833 2.132 0.925 -0.440 0.473 0.239
O -1.662 0.235 0.846 -0.310 -0.035 0.289
H -0.465 5.344 -2.119 -0.013 0.063 -0.002
H -1.650 3.930 -0.645 0.049 -0.061 -0.029
H 2.015 2.884 -2.669 -0.053 -0.062 0.062
C 2.436 2.381 1.163 -0.081 -0.042 -0.009
C 1.611 1.711 2.221 0.143 0.202 -0.333
C 1.591 2.228 3.492 0.010 -0.007 0.197
C 0.810 1.610 4.479 0.064 0.123 -0.033
C 0.128 0.466 4.189 -0.126 -0.128 0.145
C 0.244 -0.067 2.888 -0.227 -0.215 0.218
N 0.916 0.595 1.920 -0.444 -0.368 -0.063
N -0.287 -1.198 2.405 0.003 0.100 -0.102
Si -0.966 -2.485 3.414 -0.010 -0.236 -0.141
C -0.802 -4.196 2.677 0.018 -0.189 -0.131
C -0.020 -2.549 5.038 0.053 0.183 0.200
C -2.755 -2.129 3.753 -0.269 0.088 0.226
H 3.186 3.016 1.629 -0.019 0.018 0.004
H 1.812 3.015 0.532 -0.015 0.012 -0.040
H 2.941 1.651 0.538 0.055 -0.002 0.022
H 2.183 3.104 3.718 -0.022 -0.022 -0.016
H 0.746 2.046 5.469 0.013 -0.031 -0.040
H -0.497 -0.029 4.920 0.054 0.079 -0.070
H -0.447 -4.887 3.451 -0.042 0.103 -0.088
H -0.100 -4.237 1.846 -0.006 -0.012 0.043
H -1.766 -4.559 2.311 0.105 0.042 0.049
H 0.995 -2.150 4.949 -0.059 -0.068 0.018
H 0.056 -3.594 5.349 0.003 0.075 -0.003
H -0.529 -2.004 5.842 0.109 -0.074 -0.084
H -3.313 -1.996 2.824 0.031 -0.009 0.018
H -2.884 -1.221 4.356 0.000 -0.108 -0.093
H -3.199 -2.968 4.306 0.050 0.145 -0.071
C -0.653 -0.491 -3.519 0.243 -0.090 -0.139
C 0.134 -1.697 -3.104 -0.363 0.240 -0.362
C 0.481 -2.619 -4.126 -0.140 0.170 -0.192
C 1.198 -3.729 -3.850 0.065 -0.187 -0.014
C 1.626 -3.954 -2.522 0.057 0.042 -0.023
C 2.437 -5.037 -2.110 -0.040 -0.032 -0.148
Br 2.997 -6.345 -3.363 -0.012 0.031 -0.014
C 2.845 -5.162 -0.817 0.028 0.116 0.217
C 2.420 -4.224 0.137 0.250 -0.269 0.015
Br 3.031 -4.360 1.916 -0.061 -0.055 -0.046
C 1.583 -3.190 -0.199 -0.184 -0.038 -0.148
O 1.091 -2.381 0.703 0.496 -0.635 0.336
C 1.220 -3.016 -1.557 0.143 -0.090 -0.106
N 0.469 -1.902 -1.858 -0.072 -0.279 0.710
H -1.541 -0.801 -4.072 0.040 -0.013 -0.025
H -0.040 0.119 -4.188 -0.023 -0.005 0.017
H -0.973 0.108 -2.683 -0.053 0.019 0.059
H 0.143 -2.414 -5.136 0.039 0.019 0.104
H 1.443 -4.444 -4.625 0.038 0.049 0.046
H 3.491 -5.973 -0.518 -0.005 -0.009 0.017
I -1.996 -2.635 -0.136 -0.229 -0.049 -0.053
C -3.336 -0.451 -2.142 -0.475 0.182 -0.125
C -4.398 -1.188 -2.648 0.066 -0.021 0.076
C -5.459 -0.448 -3.142 -0.021 -0.094 0.000
C -5.414 0.945 -3.094 0.061 0.099 0.015
C -4.296 1.557 -2.561 0.022 -0.106 0.025
N -3.258 0.831 -2.098 -0.040 0.046 0.025
H -4.395 -2.270 -2.644 -0.002 0.040 0.014
H -6.328 -0.950 -3.555 0.043 0.027 0.014
H -6.240 1.539 -3.464 0.053 -0.004 0.023
H -4.209 2.637 -2.494 -0.014 -0.082 0.007
```
Positions in Å, forces in eV/Å.

Lowest unoccupied orbital energy (spin up / spin down): -0.547 / -1.068 eV
2S+1: 3
HOMO energy (spin up / spin down): -0.278 / -0.295 hartree
Gap between HOMO and LUMO (spin up / spin down): 0.25833 / 0.25606 Eh

Mulliken atomic charge list, values in e, 2 entries: 0.539, -0.559



2.
The following is a DFT calculation (wB97M-V/def2-TZVPD) of C22H27CsN5O4S2 as an isolated structure.

```
61
Properties=species:S:1:pos:R:3:forces:R:3
Cs -0.285 -0.619 -1.827 -0.599 0.053 -0.209
O 2.122 -1.346 -1.356 0.625 -0.044 -0.004
N 2.854 -2.118 -0.571 0.174 -0.089 0.074
C 4.081 -1.683 -0.158 0.269 -0.046 0.148
C 4.895 -2.441 0.628 0.099 0.209 -0.089
C 4.495 -3.743 1.034 0.088 -0.080 0.112
C 3.255 -4.185 0.566 -0.032 -0.114 0.005
C 2.444 -3.417 -0.227 -0.164 -0.198 -0.046
S 0.904 -4.013 -0.838 0.009 -0.077 -0.006
H 4.322 -0.689 -0.506 0.018 -0.001 0.016
H 5.846 -2.022 0.933 0.004 0.009 0.002
H 5.104 -4.357 1.681 0.016 0.005 0.004
H 2.888 -5.169 0.830 -0.014 -0.001 -0.007
S -5.584 0.785 -1.338 0.125 0.040 -0.064
C -4.682 2.196 -1.682 0.081 0.045 0.014
C -3.404 1.906 -2.074 -0.223 0.063 -0.005
C -3.057 0.512 -2.145 -0.568 0.165 -0.090
C -4.153 -0.209 -1.759 0.039 0.195 -0.035
C -4.280 -1.652 -1.632 0.082 -0.264 0.020
C -5.525 -2.264 -1.400 0.061 -0.114 -0.004
C -5.603 -3.632 -1.264 0.151 -0.130 -0.003
C -4.440 -4.394 -1.359 -0.162 -0.011 0.024
C -3.254 -3.716 -1.590 0.011 -0.125 0.009
N -3.162 -2.402 -1.726 -0.069 0.362 0.002
H -5.137 3.169 -1.556 0.006 0.013 0.003
H -2.699 2.700 -2.303 -0.009 0.044 -0.012
H -6.416 -1.657 -1.330 -0.043 0.019 -0.002
H -6.561 -4.104 -1.081 -0.005 -0.027 0.003
H -4.446 -5.471 -1.248 -0.014 0.029 0.002
H -2.315 -4.260 -1.661 -0.024 -0.006 0.006
N -0.975 -2.436 1.473 -0.002 0.081 -0.116
C -0.630 -2.688 2.875 0.085 0.103 0.138
C -0.428 -1.377 3.705 0.069 -0.222 0.027
O -0.337 -1.527 4.939 -0.031 -0.063 0.057
O -0.342 -0.319 3.038 -0.042 0.056 -0.120
H 0.068 -3.442 0.089 0.029 0.040 -0.004
H -0.769 -1.440 1.360 -0.041 0.037 0.003
H -1.975 -2.525 1.333 -0.015 0.048 0.017
H 0.314 -3.246 2.923 -0.070 0.061 0.052
H -1.388 -3.302 3.365 0.024 0.034 0.003
C 1.349 4.972 -2.262 -0.002 -0.009 -0.037
N 1.642 4.493 -0.936 -0.125 -0.011 -0.005
C 2.383 5.379 -0.074 0.046 0.013 0.079
C 2.145 5.014 1.379 0.053 -0.041 -0.043
C 2.454 3.539 1.559 0.037 0.089 0.037
N 1.704 2.741 0.617 -0.021 0.077 -0.023
C 1.455 1.363 1.013 -0.126 -0.155 -0.026
C 1.313 3.181 -0.609 0.020 0.029 -0.040
O 0.692 2.485 -1.406 0.068 0.001 0.035
H 0.713 5.864 -2.222 0.025 -0.019 0.003
H 0.830 4.188 -2.804 -0.003 0.014 -0.004
H 2.270 5.231 -2.799 -0.004 -0.002 -0.005
H 2.052 6.404 -0.276 0.012 -0.032 0.027
H 3.461 5.340 -0.300 -0.023 0.023 0.021
H 1.100 5.198 1.636 0.001 0.001 -0.006
H 2.773 5.621 2.035 -0.004 -0.027 -0.017
H 2.183 3.203 2.562 0.000 0.024 -0.025
H 3.534 3.363 1.442 -0.029 0.007 0.016
H 0.758 1.299 1.851 0.030 -0.044 -0.040
H 2.391 0.874 1.293 0.017 0.017 -0.013
H 1.051 0.839 0.156 0.090 -0.058 0.141
```
Positions in Å, forces in eV/Å.

Lowest unoccupied orbital energy (spin up / spin down): 3.757 / 3.725 eV
2S+1: 2
HOMO energy (spin up / spin down): 0.033 / -0.063 hartree
Total charge: -2
Gap between HOMO and LUMO (spin up / spin down): 0.10547 / 0.20019 Eh

Mulliken atomic charge list, values in e, 2 entries: 1.249, -0.771



3.
The following is a DFT calculation (wB97M-V/def2-TZVPD) of a 2-piece molecular cluster, C6H16N2O2 overall.

```
26
Properties=species:S:1:pos:R:3:forces:R:3
C -1.337 1.535 0.031 0.086 -0.368 -0.071
C -1.564 0.058 -0.192 -0.222 0.282 0.205
O -0.898 -0.466 -1.320 0.022 -0.140 0.037
C -2.902 -0.558 0.148 0.127 0.032 0.079
C -1.688 -0.905 0.967 0.094 0.172 -0.181
N -1.170 -2.239 0.917 0.016 -0.222 -0.110
H -0.272 1.760 0.054 0.008 0.010 0.029
H -1.796 2.114 -0.771 -0.080 0.087 -0.047
H -1.780 1.844 0.973 -0.101 0.076 0.115
H -1.266 -0.058 -2.111 -0.071 -0.006 0.034
H -3.666 0.065 0.587 -0.055 0.098 0.039
H -3.277 -1.324 -0.514 0.051 -0.112 -0.070
H -1.622 -0.481 1.963 -0.054 0.115 -0.067
H -0.202 -2.253 1.221 -0.057 -0.008 -0.091
H -1.195 -2.579 -0.039 0.079 -0.018 0.104
C 2.178 -0.078 1.004 0.161 0.391 -0.325
C 2.599 0.631 -0.282 -0.068 -0.613 -0.297
N 2.136 0.014 -1.524 0.254 -0.447 0.166
O 2.031 1.914 -0.297 0.015 0.720 -1.329
H 1.095 -0.164 1.035 -0.153 -0.055 -0.041
H 2.630 -1.066 1.057 0.018 -0.057 0.029
H 2.495 0.512 1.860 0.072 -0.013 0.164
H 3.702 0.693 -0.338 -0.252 -0.060 0.063
H 2.618 -0.862 -1.692 0.065 0.038 -0.086
H 1.142 -0.204 -1.457 0.073 0.034 0.114
H 2.007 2.097 -1.280 -0.029 0.062 1.540
```
Positions in Å, forces in eV/Å.

Lowest unoccupied orbital energy: 0.752 eV
HOMO energy: -0.323 hartree
SMILES: C[C@]1(O)C[C@H]1N.C[C@@H](N)O
Gap between HOMO and LUMO: 0.35045 Eh

Mulliken atomic charge list, values in e, 2 entries: -1.308, 1.024



4.
The following is a DFT calculation (wB97M-V/def2-TZVPD) of an isolated ion of composition C3H10N3 and charge +1.

```
16
Properties=species:S:1:pos:R:3:forces:R:3
C -0.014 2.070 1.028 0.481 0.877 2.033
N 0.652 1.416 -0.154 4.239 -1.040 0.865
N -0.103 0.463 -0.944 -1.380 -4.780 1.362
C -0.263 -0.975 -0.378 2.763 6.956 -1.109
C -0.830 -1.914 -1.314 -1.053 -2.510 -2.396
N 0.318 -1.303 0.766 -0.224 -4.858 0.253
H 0.532 2.052 2.068 -0.828 -0.832 -2.206
H -0.173 3.164 0.928 0.209 -0.732 -0.741
H -0.970 1.591 0.994 -0.656 -0.143 0.738
H 0.943 2.194 -0.780 -0.577 -0.941 -0.082
H 1.690 0.972 0.098 -3.032 1.303 -0.363
H -1.913 -2.166 -1.133 1.034 0.305 0.286
H -0.828 -1.599 -2.405 0.223 0.286 1.596
H -0.267 -2.914 -1.348 -0.708 1.404 0.498
H 0.506 -2.328 1.148 -1.114 2.560 -1.768
H 0.719 -0.724 1.426 0.623 2.144 1.034
```
Positions in Å, forces in eV/Å.

Lowest unoccupied orbital energy: -3.432 eV
HOMO energy: -0.498 hartree
SMILES: C[NH2+]/N=C(/C)N
Total charge: +1
Gap between HOMO and LUMO: 0.37234 Eh

Mulliken atomic charge list, values in e, 2 entries: -0.769, -0.075



5.
The following is a DFT calculation (wB97M-V/def2-TZVPD) of a 14-piece molecular cluster, C14H56N28O14 overall.

```
112
Properties=species:S:1:pos:R:3:forces:R:3
C 4.872 -1.408 -0.126 0.570 -1.169 4.309
O 5.523 -1.537 0.901 0.612 -0.211 1.162
N 3.590 -1.596 -0.177 -4.021 -0.403 0.100
N 5.410 -1.107 -1.241 2.880 1.404 -5.104
H 3.087 -1.933 0.631 0.341 0.070 -0.104
H 3.122 -1.482 -1.065 -0.324 -0.209 0.275
H 6.414 -1.212 -1.263 -0.177 0.184 -0.158
H 4.889 -1.266 -2.092 0.208 0.090 -0.083
C -2.329 2.270 -3.897 3.325 3.035 4.006
O -1.686 2.856 -2.985 -1.141 -0.275 0.202
N -1.910 1.142 -4.295 1.886 -5.135 -1.851
N -3.307 2.779 -4.543 -4.147 2.222 -1.925
H -1.281 0.665 -3.665 -0.290 -0.180 -0.467
H -2.306 0.696 -5.110 0.137 -0.394 0.488
H -3.863 3.466 -4.055 0.213 0.158 -0.419
H -3.764 2.231 -5.257 -0.191 0.238 0.269
C -3.143 4.365 0.540 -0.088 2.712 1.280
O -2.133 4.746 1.018 5.052 0.642 2.155
N -4.264 4.922 0.929 -3.297 0.544 0.552
N -3.267 3.609 -0.473 -0.997 -3.646 -3.939
H -4.268 5.495 1.761 -0.368 -0.197 -0.436
H -5.049 4.652 0.354 -0.603 0.804 1.147
H -4.227 3.506 -0.769 0.681 -0.662 -0.630
H -2.500 3.202 -0.988 -0.175 0.253 -0.254
C 0.978 0.273 4.277 -0.594 2.123 0.440
O 0.527 1.332 4.646 -2.270 1.900 0.087
N 2.064 -0.181 4.729 6.962 -1.860 4.689
N 0.611 -0.543 3.373 -4.496 -1.843 -4.665
H 2.343 0.104 5.657 0.245 0.144 -0.287
H 2.471 -1.035 4.375 -0.105 0.584 0.265
H -0.183 -0.266 2.813 0.217 -0.597 -0.023
H 1.033 -1.455 3.271 -0.353 0.097 -0.358
C 3.113 -3.092 3.814 -1.724 -1.139 0.967
O 2.518 -2.678 2.827 -0.526 0.487 -0.965
N 4.309 -3.538 3.855 5.035 -0.620 -3.167
N 2.583 -3.338 4.994 -2.788 0.708 1.983
H 4.664 -3.537 2.909 1.325 0.040 0.306
H 4.795 -3.994 4.614 -0.333 0.106 -0.415
H 3.239 -3.402 5.760 -0.979 -0.047 0.293
H 1.590 -3.169 5.064 0.207 0.047 0.859
C 0.181 0.439 0.039 1.869 -1.752 -1.189
O 0.731 1.489 0.291 0.303 1.767 1.132
N 0.578 -0.759 0.500 0.194 -1.178 0.586
N -0.724 0.281 -0.927 -1.459 1.638 -0.978
H 1.362 -0.904 1.119 -0.234 0.412 -0.156
H 0.172 -1.569 0.054 0.101 0.041 0.396
H -0.996 1.154 -1.355 -0.004 0.168 -0.263
H -0.723 -0.518 -1.545 -0.189 -0.515 0.097
C -2.869 1.844 2.765 -0.501 -2.497 -3.119
O -3.933 1.532 2.185 -0.326 1.148 0.337
N -2.556 1.650 3.982 -1.052 0.139 4.610
N -1.756 1.968 2.055 1.295 0.341 -3.612
H -1.567 1.658 4.185 -0.008 -0.068 1.139
H -3.327 1.445 4.602 0.657 -0.006 0.441
H -0.793 2.084 2.336 -0.267 0.299 0.269
H -1.961 1.842 1.074 0.659 0.496 -0.021
C -4.648 0.096 -1.493 -0.604 -0.839 1.325
O -4.704 -0.725 -2.378 0.821 -1.277 -1.883
N -5.813 0.571 -1.007 -1.521 1.247 0.273
N -3.594 0.415 -0.751 1.209 0.455 -0.088
H -6.607 0.218 -1.522 -0.012 0.422 0.012
H -5.832 1.536 -0.711 -0.308 -0.228 0.249
H -2.714 -0.063 -0.880 -0.161 0.039 -0.085
H -3.739 0.871 0.139 -0.086 0.229 0.120
C 3.818 2.379 -2.250 0.701 5.401 1.802
O 4.080 1.757 -3.224 2.518 -4.107 -5.651
N 4.230 3.536 -1.904 3.118 3.995 -0.607
N 2.938 1.995 -1.456 -4.685 -4.738 2.538
H 3.739 3.972 -1.136 0.358 0.870 0.574
H 5.024 3.977 -2.345 -0.314 0.121 0.054
H 2.653 2.507 -0.633 -0.027 -0.600 0.722
H 2.815 1.021 -1.692 -1.676 -1.011 1.059
C 1.920 -4.751 -0.481 0.272 -1.524 -2.089
O 1.471 -5.072 -1.568 0.075 -0.151 -1.670
N 1.256 -4.068 0.380 -2.179 2.422 3.085
N 3.106 -5.104 0.001 2.211 -0.886 0.201
H 1.670 -4.108 1.301 -1.008 0.812 0.296
H 0.286 -3.828 0.236 0.125 -0.340 0.319
H 3.345 -4.763 0.921 0.532 -0.180 -0.467
H 3.813 -5.471 -0.621 -0.183 0.046 0.317
C -2.552 -2.378 1.584 -1.863 4.356 0.491
O -1.653 -2.884 2.116 5.296 -4.609 1.612
N -3.609 -2.882 1.007 -1.968 -2.733 -1.549
N -2.649 -1.058 1.664 -1.002 4.012 -0.347
H -4.458 -2.337 0.972 0.129 -0.555 -0.254
H -3.580 -3.889 0.937 -0.759 0.194 0.057
H -3.507 -0.573 1.443 0.181 -0.170 0.039
H -1.949 -0.398 1.972 0.071 -0.829 0.222
C 2.053 5.172 1.020 -3.562 -1.660 0.511
O 3.044 4.814 0.478 4.848 -1.675 -3.101
N 0.953 4.435 0.942 -1.242 -1.255 -0.288
N 2.006 6.250 1.727 0.242 2.761 1.458
H 0.024 4.694 1.243 -0.109 0.024 -0.157
H 1.062 3.600 0.385 -0.592 0.024 0.395
H 2.766 6.841 1.423 -0.424 0.767 0.947
H 1.149 6.496 2.202 0.495 0.594 -0.189
C -1.850 -2.889 -2.419 -0.725 -0.029 1.418
O -1.374 -1.754 -2.509 0.277 0.724 -1.062
N -1.089 -3.960 -2.305 2.527 -2.011 -0.155
N -3.141 -3.152 -2.218 0.108 -0.095 -0.522
H -1.369 -4.916 -2.141 -0.531 0.368 -0.138
H -0.081 -3.927 -2.352 0.097 0.307 0.029
H -3.310 -4.121 -1.988 -0.960 0.606 -0.157
H -3.771 -2.367 -2.308 -0.744 -0.040 0.187
C 1.984 -1.082 -3.665 1.317 -3.362 1.159
O 2.823 -0.989 -2.783 1.011 1.760 1.081
N 1.925 -2.153 -4.429 -0.027 -2.515 -2.837
N 0.938 -0.383 -3.902 -3.245 4.794 -0.232
H 2.270 -3.089 -4.271 0.367 0.513 0.348
H 1.359 -2.002 -5.252 0.253 -0.789 0.028
H 0.858 0.577 -3.598 0.072 -0.113 0.080
H 0.131 -0.769 -4.371 0.340 0.019 0.264
```
Positions in Å, forces in eV/Å.

Lowest unoccupied orbital energy (spin up / spin down): -1.723 / -7.537 eV
2S+1: 2
HOMO energy (spin up / spin down): -0.412 / -0.412 hartree
Total charge: +1
Gap between HOMO and LUMO (spin up / spin down): 0.34854 / 0.13486 Eh

Mulliken atomic charge list, values in e, 2 entries: 0.589, -0.768



M (computed, g mol⁻¹): 1065.2, 622.5, 148.2, 88.1, 840.8
Energy relative to the best compared isomer or geometry (same formula, charge and spin) (computed, kJ/mol): 214.2, 0.0, 224.6, 425.6, 180.3
Largest force on an atom (computed, eV Å⁻¹): 1.25, 0.64, 1.54, 7.57, 8.60